1.
Formula: C29H62NO11P
Source: OMol25
Level of theory: ωB97M-V with the def2-TZVPD basis set

```
104
Properties=species:S:1:pos:R:3:forces:R:3
C -3.0458 -0.8649 1.6575 -0.648 0.305 0.465
C -3.3344 0.6471 1.3593 0.580 -0.803 0.596
O -4.7182 0.8769 1.6837 -0.366 0.015 -1.006
C -5.3823 1.6658 0.7264 1.159 0.853 -0.371
O -6.4607 2.3719 1.3519 -1.107 -3.052 -0.349
P -7.8179 1.3970 1.5216 -1.520 3.362 1.772
O -8.8431 2.2393 2.2481 1.673 -1.968 -1.312
O -8.3289 1.1155 -0.0292 1.224 -0.398 1.892
O -7.4242 0.0250 2.3631 -0.651 1.858 -2.530
C -8.0467 -1.1759 1.8579 0.585 -1.847 0.637
C -6.9540 -2.0919 1.2277 -0.662 0.106 0.168
N -6.4587 -1.6074 -0.0778 0.474 -0.335 0.663
H -3.8273 -1.1764 2.3919 0.562 0.178 -0.455
H -2.0780 -1.0218 2.1782 -0.438 0.109 -0.675
H -3.1606 -1.5221 0.7738 0.290 0.419 0.381
H -2.7420 1.2477 2.0898 -0.261 -0.173 -0.773
H -3.1047 0.9266 0.3024 -0.046 -0.189 0.870
H -4.6454 2.4116 0.3432 -0.775 -0.143 0.224
H -5.7469 1.0942 -0.1589 0.044 0.095 0.587
H -9.2926 1.1405 0.0399 -0.102 0.139 -0.140
H -8.9246 -1.0068 1.2069 0.690 0.127 0.099
H -8.4232 -1.7289 2.7507 0.213 0.562 -0.478
H -7.4261 -3.0839 1.0696 0.233 0.491 0.105
H -6.1279 -2.2186 1.9694 -0.655 0.111 -0.310
H -5.9491 -2.3976 -0.4751 -0.183 0.242 -0.207
H -5.7153 -0.9364 0.1261 -0.229 -0.033 -0.108
C -3.9127 6.6233 0.2933 0.081 0.265 0.142
C -4.1860 6.3150 -1.1668 -0.259 -0.138 -0.135
C -2.8966 5.6335 -1.5898 0.282 0.034 -0.008
O -2.3822 4.9664 -0.4304 -0.198 0.147 -0.052
C -3.1045 5.4124 0.7238 -0.031 -0.283 0.066
H -4.8142 6.7665 0.8886 0.031 -0.037 -0.009
H -3.3023 7.5274 0.3742 -0.031 -0.028 0.027
H -5.0227 5.6149 -1.2482 0.018 0.040 -0.020
H -4.4192 7.1950 -1.7662 0.032 -0.029 0.007
H -2.1468 6.3623 -1.9161 -0.065 0.020 -0.100
H -3.0512 4.9089 -2.3919 0.087 -0.047 0.055
H -3.7545 4.5923 1.0493 -0.052 0.080 0.109
H -2.4064 5.6407 1.5307 0.072 -0.079 -0.070
C -6.6285 2.7906 6.4218 0.076 0.266 0.117
C -6.8295 2.4513 4.9544 -0.228 -0.079 0.020
C -5.5170 1.7755 4.6092 0.215 0.070 0.070
O -5.0547 1.1345 5.8095 -0.149 0.148 0.049
C -5.8352 1.5945 6.9167 0.013 -0.245 0.003
H -7.5593 2.9379 6.9704 0.027 -0.017 -0.010
H -6.0293 3.7016 6.5139 -0.029 -0.028 0.039
H -7.6568 1.7446 4.8481 0.017 0.060 -0.078
H -7.0435 3.3176 4.3299 -0.008 -0.071 -0.025
H -4.7598 2.5075 4.3045 -0.030 0.022 -0.087
H -5.6194 1.0384 3.8215 0.097 -0.094 0.043
H -6.4987 0.7784 7.2252 -0.039 0.055 0.088
H -5.1765 1.8407 7.7521 0.053 -0.066 -0.045
C -0.2467 0.3629 -3.4972 0.027 -0.224 -0.154
C -1.1193 1.5301 -3.9213 0.080 0.286 0.005
C -2.3108 1.3845 -2.9922 -0.261 -0.114 0.042
O -1.8218 0.7960 -1.7800 0.075 0.000 -0.207
C -0.4852 0.3208 -1.9990 0.097 0.139 0.221
H 0.8042 0.4813 -3.7563 -0.030 -0.075 0.028
H -0.6099 -0.5591 -3.9594 0.080 0.009 0.018
H -0.6022 2.4730 -3.7207 -0.045 -0.013 -0.022
H -1.3967 1.5118 -4.9753 -0.021 -0.016 0.041
H -3.0641 0.7086 -3.4122 -0.020 0.069 -0.083
H -2.7875 2.3416 -2.7699 0.002 -0.053 0.131
H 0.2012 0.9895 -1.4682 0.056 -0.052 -0.014
H -0.3814 -0.6837 -1.5848 -0.091 0.033 0.046
C 5.0039 -1.7538 -3.5642 0.179 0.239 -0.125
C 4.4577 -1.8877 -2.1557 0.002 -0.231 0.277
C 3.1124 -1.1946 -2.2729 -0.110 0.207 -0.055
O 2.6631 -1.3912 -3.6210 0.211 -0.039 0.064
C 3.7473 -1.9083 -4.4035 -0.166 -0.184 -0.058
H 5.7717 -2.4876 -3.8099 -0.033 0.011 0.005
H 5.4283 -0.7557 -3.7041 0.022 -0.054 0.007
H 4.3139 -2.9448 -1.9121 -0.011 0.037 0.012
H 5.0990 -1.4464 -1.3931 0.023 0.007 -0.076
H 3.2045 -0.1164 -2.1014 0.023 -0.014 0.094
H 2.3707 -1.5946 -1.5785 -0.059 0.016 -0.090
H 3.5380 -2.9629 -4.6147 0.067 0.000 -0.061
H 3.8040 -1.3693 -5.3507 -0.105 0.019 0.032
C 10.0776 -1.0650 -1.1157 0.240 0.210 -0.146
C 9.5287 -1.2003 0.2901 -0.042 -0.295 0.284
C 8.1841 -0.5044 0.1726 -0.087 0.248 -0.053
O 7.7384 -0.6970 -1.1767 0.184 -0.037 0.081
C 8.8242 -1.2153 -1.9577 -0.202 -0.212 -0.107
H 10.8439 -1.8006 -1.3597 -0.070 -0.027 0.016
H 10.5045 -0.0669 -1.2536 -0.005 -0.038 -0.029
H 9.3834 -2.2568 0.5290 0.035 0.035 -0.034
H 10.1686 -0.7619 1.0562 -0.038 0.032 -0.029
H 8.2765 0.5731 0.3476 0.001 -0.013 0.083
H 7.4404 -0.9055 0.8640 -0.055 0.013 -0.089
H 8.6140 -2.2693 -2.1698 0.093 -0.012 -0.020
H 8.8848 -0.6751 -2.9046 -0.108 0.042 0.042
C 8.7838 -6.7200 -0.2720 -0.324 -0.032 0.005
C 9.7241 -6.8143 -1.4593 0.269 -0.163 -0.027
C 9.8764 -5.3563 -1.8549 -0.111 0.225 -0.109
O 9.7401 -4.5861 -0.6533 -0.060 -0.244 -0.042
C 9.2449 -5.4345 0.3913 0.205 0.117 0.151
H 8.8288 -7.5812 0.3943 0.013 0.041 -0.005
H 7.7532 -6.6121 -0.6219 0.026 -0.015 0.044
H 10.6886 -7.2176 -1.1381 -0.028 0.006 -0.044
H 9.3479 -7.4375 -2.2704 0.004 0.042 0.013
H 9.0848 -5.0467 -2.5464 0.034 -0.053 -0.067
H 10.8426 -5.1446 -2.3162 -0.020 0.084 0.060
H 10.0659 -5.6214 1.0919 -0.063 -0.040 0.055
H 8.4412 -4.9250 0.9259 0.049 0.081 -0.048
```
Forces are in eV/Å.

LUMO level   0.0243 hartree
SMILES   CCOCO[P@@](=O)(O)OCCN.C1CCOC1.C1CCOC1.C1CCOC1.C1CCOC1.C1CCOC1.C1CCOC1
F_max   4.094 eV/A
Energy above the lowest of the compared OMol25 structures with the same formula, charge and spin   30.8 kcal/mol

2.
Formula: C24H35N10O2ReS
Source: OMol25
Level of theory: ωB97M-V with the def2-TZVPD basis set

```
73
Properties=species:S:1:pos:R:3:forces:R:3
Re 0.4869 0.1239 0.1783 -1.290 0.654 0.669
N -1.3422 1.3470 0.1820 -0.087 0.176 0.207
C -1.0656 2.7515 -0.2388 -0.078 -0.190 0.143
C 0.1719 3.1864 0.5037 0.177 -0.157 -0.063
N 1.2863 2.1962 0.2863 0.352 0.024 -0.448
C 2.1993 2.2448 1.4829 -0.286 0.031 -0.226
C 1.5166 1.5589 2.6546 -0.065 -0.303 -0.020
N 1.1566 0.1715 2.2261 0.655 -0.094 0.129
C 1.9822 2.5431 -1.0159 -0.020 0.101 0.321
C 2.1518 1.3303 -1.9088 -0.334 -0.063 -0.055
N 0.8592 0.5653 -1.9246 0.033 0.096 -0.338
H -1.7139 1.3261 1.1356 0.045 0.063 -0.145
H -2.0673 0.9337 -0.4041 0.086 0.074 0.007
H -0.9181 2.7639 -1.3187 0.005 -0.013 -0.003
H -1.9076 3.4069 -0.0200 0.014 0.046 0.005
H 0.5049 4.1768 0.1932 -0.017 0.045 -0.001
H -0.0460 3.2448 1.5683 -0.010 -0.033 -0.032
H 3.1184 1.7211 1.2328 0.055 -0.035 -0.027
H 2.4371 3.2831 1.7227 0.027 0.018 0.014
H 2.1941 1.5261 3.5077 0.031 0.019 -0.003
H 0.6145 2.0794 2.9709 0.016 -0.008 0.019
H 2.0937 -0.3098 2.1411 -0.683 0.160 0.272
H 0.6183 -0.3242 2.9318 -0.007 0.187 -0.003
H 1.3666 3.2818 -1.5294 0.034 0.014 -0.028
H 2.9429 3.0142 -0.8097 0.024 0.021 -0.012
H 2.4374 1.6320 -2.9162 -0.002 0.076 -0.017
H 2.9237 0.6608 -1.5361 0.000 0.022 0.011
H 0.1498 1.0814 -2.4443 0.112 0.059 0.035
H 0.9784 -0.3252 -2.4286 -0.157 0.308 0.167
C -5.0536 -1.2873 3.4863 -0.025 -0.012 -0.013
C -4.1539 -1.7482 2.4046 0.040 -0.120 -0.112
N -4.3889 -2.6997 1.5589 -0.190 0.067 0.234
N -3.2902 -2.7540 0.7738 -0.101 -0.119 -0.092
C -2.3603 -1.8633 1.0897 0.458 0.034 -0.273
S -0.8466 -1.8859 0.2368 -0.002 -0.215 -0.187
N -2.8990 -1.1981 2.1373 -0.084 0.056 0.112
N -2.2725 -0.1713 2.8567 -0.046 -0.052 0.050
H -5.9342 -1.9255 3.4914 0.011 0.009 -0.004
H -5.3823 -0.2587 3.3223 0.017 -0.011 0.012
H -4.5707 -1.3568 4.4624 0.001 0.012 -0.015
H -3.2331 -3.4499 0.0392 0.022 0.150 0.087
H -3.0017 0.4762 3.1514 0.038 0.001 -0.066
H -1.8958 -0.5740 3.7139 0.010 0.007 -0.039
O 3.6171 -0.6630 1.5294 0.219 -0.474 -0.750
C 3.3373 -1.2517 0.4845 -1.635 0.999 0.690
N 4.1091 -2.0436 -0.2404 1.059 -1.352 -0.647
C 3.4418 -2.6445 -1.4000 0.182 0.179 0.856
C 2.0691 -1.9989 -1.2494 -0.466 1.190 1.405
O 1.1127 -2.0725 -1.9916 0.252 -1.058 -0.714
N 2.0699 -1.1728 -0.1393 1.071 -0.508 -0.299
C 3.3626 -4.1723 -1.2996 0.967 2.017 -0.031
C 4.2812 -4.8759 -0.5343 1.243 -1.611 0.893
C 4.2616 -6.2645 -0.5088 1.468 1.949 1.176
C 3.3236 -6.9584 -1.2422 -0.601 -1.037 -0.475
C 2.4006 -6.2609 -2.0021 -1.035 1.292 -0.843
C 2.4208 -4.8736 -2.0313 -1.524 -1.945 -1.341
C 4.0835 -2.1738 -2.7165 0.196 -0.517 0.146
C 5.3786 -1.6643 -2.7111 0.441 -0.078 -0.049
C 5.9968 -1.3032 -3.9017 0.036 0.041 0.425
C 5.3253 -1.4403 -5.1041 -0.171 -0.054 -0.187
C 4.0313 -1.9419 -5.1123 -0.134 0.005 -0.033
C 3.4121 -2.3098 -3.9264 -0.226 -0.253 -0.433
H 5.0241 -2.3011 0.0961 -0.012 0.100 -0.090
H 5.0396 -4.3638 0.0455 -0.090 -0.093 -0.068
H 4.9887 -6.8057 0.0813 0.027 0.056 0.041
H 3.3159 -8.0393 -1.2263 -0.015 -0.080 -0.030
H 1.6665 -6.8018 -2.5845 -0.016 0.051 0.018
H 1.6956 -4.3401 -2.6327 0.009 -0.038 0.060
H 5.9341 -1.5537 -1.7898 -0.018 0.015 -0.023
H 7.0103 -0.9251 -3.8856 -0.026 0.034 0.033
H 5.8110 -1.1688 -6.0314 -0.004 -0.017 -0.012
H 3.5046 -2.0659 -6.0493 -0.009 0.022 0.018
H 2.4098 -2.7167 -3.9592 0.032 0.059 -0.010
```
Forces are in eV/Å.

LUMO level (alpha / beta)   -0.2745 / -0.4502 hartree
Charge   +3
F_max   2.811 eV/A
Energy above the lowest of the compared OMol25 structures with the same formula, charge and spin   12.8 kcal/mol
Spin multiplicity   4

3.
Formula: C13H15BrN2O3
Source: OMol25
Level of theory: ωB97M-V with the def2-TZVPD basis set

```
34
Properties=species:S:1:pos:R:3:forces:R:3
C -1.8677 1.8684 1.2895 1.080 -1.087 1.304
C -1.6425 0.3211 1.3685 2.033 -0.044 0.554
C -0.5568 -0.1975 0.2996 -0.567 0.682 -1.997
C -0.2332 -1.7207 0.2425 -2.142 -0.237 -0.499
C 0.8223 -2.2841 0.9395 0.116 2.139 0.650
C 0.9853 -3.6191 1.0689 2.345 -2.519 0.459
C 0.2052 -4.5331 0.4419 -2.588 0.198 -1.864
Br 0.4769 -6.4538 0.5231 -0.058 1.174 0.094
C -0.8739 -4.0334 -0.3199 -0.841 1.552 0.263
C -1.1384 -2.5871 -0.4382 -0.084 -1.585 0.586
N -1.1092 0.2704 -0.9540 -0.044 -0.699 -0.661
C -0.2211 0.9821 -1.7309 -5.268 0.236 -3.356
O -0.6565 1.4494 -2.7675 1.312 0.532 -0.199
N 0.9749 1.0900 -1.1772 2.307 -0.629 2.658
C 1.9956 2.0992 -1.5006 -1.727 -0.250 -3.448
C 1.8752 3.4446 -0.8016 0.920 -0.608 0.981
O 0.5635 3.5440 -0.2015 1.623 -0.222 0.248
C 0.7579 0.6067 0.0897 0.545 0.489 5.049
O 1.3512 0.9412 1.1176 0.618 -0.116 -1.623
H -2.4524 2.2020 2.1595 0.048 -0.146 -0.381
H -0.8734 2.3258 1.3952 -0.538 0.068 0.022
H -2.3137 2.2173 0.3816 -0.290 0.087 -0.492
H -2.5538 -0.2277 1.1488 -0.081 -0.196 -0.081
H -1.2978 0.0129 2.3907 -0.389 0.387 -0.809
H 1.4908 -1.5966 1.4625 -0.049 -0.294 -0.092
H 1.8254 -4.1442 1.5323 0.117 1.081 0.492
H -1.6048 -4.7618 -0.6721 0.193 0.385 -0.363
H -2.1148 -2.1875 -0.9540 2.269 -0.959 0.965
H -2.0899 0.4895 -1.1107 0.539 -0.307 -0.034
H 2.9760 1.6883 -1.5115 0.735 -0.538 0.518
H 1.7595 2.2491 -2.6133 0.322 -0.071 1.419
H 2.1718 4.1733 -1.5783 -1.088 0.245 0.624
H 2.7160 3.4939 -0.0504 -1.107 0.132 -0.275
H 0.6523 2.8772 0.5305 -0.257 1.119 -0.711
```
Forces are in eV/Å.

LUMO level   0.0229 hartree
SMILES   CC[C@@]1(c2ccc(Br)cc2)NC(=O)N(CCO)C1=O
F_max   6.251 eV/A
Energy above the lowest of the compared OMol25 structures with the same formula, charge and spin   45.9 kcal/mol

4.
Formula: C10H21O2P
Source: OMol25
Level of theory: ωB97M-V with the def2-TZVPD basis set

```
34
Properties=species:S:1:pos:R:3:forces:R:3
C 2.8704 1.2995 0.4083 0.098 -0.538 0.333
C 3.2373 2.5541 -0.3199 2.203 0.736 1.237
C -2.1880 -0.7231 -2.5648 -1.589 3.721 1.830
C -1.8312 0.5502 2.7443 0.319 -4.490 2.894
C 1.5436 -1.6518 0.7599 -1.172 -1.249 -1.594
C 1.5768 -0.3253 -1.4617 1.072 -3.319 -0.081
C 1.3891 0.9296 0.6526 2.236 -0.992 2.277
C -2.4380 -1.0950 -1.0608 2.160 3.934 -2.863
C -2.0598 -0.5063 1.6697 0.548 0.360 -0.685
C 1.1885 -0.4192 0.0047 2.304 0.688 -1.301
O 3.7247 0.5523 0.8493 -0.173 0.635 -0.346
O -1.6624 1.5366 -0.1497 -0.463 1.690 -0.632
P -1.4633 0.0923 0.0262 -1.923 -2.218 0.426
H 4.3802 2.5783 -0.4369 -1.634 0.519 0.885
H 2.9546 2.6414 -1.2986 -1.193 -0.992 -2.991
H 2.7001 3.4843 -0.0318 0.815 -0.488 0.999
H -1.9811 0.3729 -2.7551 0.204 -0.897 0.813
H -1.4170 -1.2332 -2.9149 3.618 -2.245 -1.672
H -2.9694 -0.8136 -3.2657 -1.545 -0.930 -0.333
H -2.3362 1.4364 2.7249 -1.564 2.200 -1.055
H -2.1653 0.1020 3.7993 1.169 0.788 -2.027
H -0.8067 0.7200 2.6790 1.925 0.787 0.890
H 0.6973 -2.0219 1.3813 0.457 0.024 -0.265
H 2.2861 -1.2793 1.3745 1.736 0.143 1.860
H 2.0029 -2.5099 0.1536 -0.934 1.273 0.631
H 1.2502 0.5312 -2.0136 -0.020 0.845 0.006
H 2.7694 -0.4998 -1.5646 -2.542 0.540 0.044
H 1.0991 -1.2149 -2.0027 0.763 0.972 0.522
H 1.4333 0.9851 1.8092 -0.902 -0.362 -1.663
H 0.7768 1.6562 0.2309 -1.281 1.360 -0.471
H -2.1094 -2.0523 -0.9362 0.229 -2.666 0.898
H -3.4120 -0.8157 -0.9418 -2.904 -0.133 1.187
H -3.1127 -0.5706 1.6547 -1.446 -0.848 -0.730
H -1.5769 -1.5305 1.6860 -0.573 1.150 0.979
```
Forces are in eV/Å.

LUMO level (alpha / beta)   0.0294 / -0.0535 hartree
F_max   5.351 eV/A
Spin multiplicity   3

5.
Formula: C8H24Br2Cl2N2O
Source: OMol25
Level of theory: ωB97M-V with the def2-TZVPD basis set

```
39
Properties=species:S:1:pos:R:3:forces:R:3
N 3.2159 -1.2822 -2.0468 -0.869 1.656 -0.245
H 3.0764 -0.3535 -2.4185 1.237 0.453 -0.473
H 3.5413 -1.1643 -1.0979 0.254 -0.617 0.971
H 3.7957 -1.8452 -2.6526 1.061 -0.543 -0.735
H 2.2406 -1.5302 -2.1337 -0.976 -2.008 0.516
Br 3.7647 -1.4169 1.4925 -0.323 0.323 -0.255
Br 2.6804 1.7863 -3.3590 -0.093 0.288 -0.106
C -3.0190 0.1800 -1.4955 -0.238 -0.485 0.421
C -1.5439 -0.1072 -1.2422 0.623 0.368 0.968
N -0.9750 0.3428 0.1558 -1.332 0.870 -0.365
C 0.5334 0.0120 0.2955 -0.908 1.053 -0.017
C -1.1355 1.9223 0.3160 1.092 0.176 -0.847
C -0.3459 2.8184 -0.7901 -0.227 -0.894 1.474
C -1.7946 -0.4992 1.2497 1.257 0.588 -0.198
C -1.5415 -0.2406 2.7887 1.184 1.693 -0.132
O -0.2570 0.0957 3.3293 -0.398 0.082 -0.932
C 0.6414 -0.9913 3.5399 -1.248 -0.602 -0.250
H -3.2714 -0.2614 -2.4597 0.107 0.065 -0.066
H -3.3046 1.2316 -1.5220 0.416 0.127 -0.103
H -3.7028 -0.2792 -0.7817 0.130 -0.191 0.056
H -0.9883 0.4032 -2.0289 0.413 0.006 0.364
H -1.2239 -1.1491 -1.2532 -0.396 -0.232 -0.495
H 1.1027 0.3696 -0.5624 -0.436 0.078 -0.168
H 0.7356 -1.0555 0.3830 -0.262 0.107 0.356
H 0.7579 0.6630 1.1404 0.755 -0.861 0.212
H -0.7489 2.1519 1.3090 0.344 -0.141 -0.100
H -2.1659 2.2738 0.3671 -0.259 -0.810 -0.376
H 0.7296 2.6820 -0.6768 -0.046 -0.463 -0.319
H -0.4358 3.8817 -0.5680 -0.591 -0.042 0.401
H -0.6590 2.7177 -1.8292 -0.024 -0.462 0.186
H -1.6361 -1.5326 0.9413 0.265 0.054 0.050
H -2.8540 -0.2849 1.1090 0.155 0.155 -0.116
H -1.9819 -1.0499 3.3712 -0.252 -0.196 -0.214
H -2.0208 0.7114 3.0172 -0.758 -0.271 -0.019
H 0.6014 -1.6266 2.6551 0.985 0.101 -0.173
H 0.1946 -1.6275 4.3038 0.269 -0.031 0.600
H 1.6170 -0.5968 3.8239 -0.143 -0.279 -0.388
Cl 0.6866 -3.0948 -2.5172 -0.370 0.655 0.265
Cl 5.6907 -2.2547 -4.1532 -0.396 0.230 0.251
```
Forces are in eV/Å.

LUMO level (alpha / beta)   0.0559 / -0.0851 hartree
Charge   -1
F_max   2.292 eV/A
Spin multiplicity   2

6.
Formula: C3HF4O2S
Source: OMol25
Level of theory: ωB97M-V with the def2-TZVPD basis set

```
11
Properties=species:S:1:pos:R:3:forces:R:3
C -1.0539 -0.8396 -0.2526 2.352 1.556 1.077
C -0.0175 0.3519 -0.0534 -4.063 -1.816 0.202
C 1.4027 0.1693 -0.2049 3.642 1.524 0.780
O -2.2330 -0.5423 0.2022 -2.220 1.271 0.065
O -0.7739 -1.8999 -0.7141 0.288 -0.875 -0.552
F -0.1541 -0.1196 1.8965 0.383 0.505 -1.505
F 1.8723 0.4073 -1.4925 -0.716 -0.704 1.024
F 1.9963 1.1576 0.5580 -0.001 -0.337 -0.589
F 1.9535 -0.9414 0.2394 -0.260 -0.779 -0.511
S -0.6233 1.8031 -0.4909 -0.325 1.156 0.119
H -2.3690 0.4536 0.3124 0.922 -1.500 -0.110
```
Forces are in eV/Å.

LUMO level   0.1233 hartree
Charge   -1
F_max   4.455 eV/A
Energy above the lowest of the compared OMol25 structures with the same formula, charge and spin   15.9 kcal/mol